# 1
Below is a structure of composition C24H29BrIrN4O3S, with properties calculated with wB97M-V/def2-TZVPD.

Atoms and positions in Å:
Ir  0.6203  -1.0586  -0.4389
N  0.5082  -7.2695  -5.7092
C  0.3916  -6.5162  -4.5876
C  -0.2867  -5.2841  -4.6200
C  -0.4022  -4.5258  -3.4781
C  0.1631  -4.9720  -2.2839
C  0.8394  -6.1866  -2.2371
C  0.9518  -6.9518  -3.3734
S  0.0052  -4.0099  -0.8544
O  -1.1651  -3.1658  -0.9511
O  0.2296  -4.7969  0.3160
N  1.2056  -2.8155  -0.8892
C  2.5478  -2.9321  -1.2260
N  3.0939  -4.0848  -1.5557
C  4.3782  -4.0243  -1.9074
C  5.0921  -2.8390  -1.9249
C  4.4177  -1.6917  -1.5281
N  3.1425  -1.7290  -1.1658
H  0.0501  -6.9977  -6.5595
H  0.9237  -8.1821  -5.6763
H  -0.7329  -4.9411  -5.5441
H  -0.9471  -3.5919  -3.4982
H  1.2695  -6.5269  -1.3064
H  1.4704  -7.9007  -3.3343
H  4.8437  -4.9630  -2.1816
H  6.1296  -2.8106  -2.2194
H  4.9066  -0.7265  -1.4869
C  -1.9598  5.1178  4.1591
C  -1.2289  3.8040  4.4362
C  0.0997  4.1211  5.1423
C  -2.1051  2.9353  5.3516
C  -0.9287  3.0282  3.1663
C  -0.2712  1.7827  3.2723
C  0.0064  1.0673  2.1518
Br  0.9021  -0.5955  2.2990
C  -0.3558  1.5306  0.8383
O  -0.1079  0.8132  -0.1881
C  -1.0088  2.8076  0.7220
C  -1.2677  3.4912  1.8975
C  -1.4564  3.4461  -0.5936
C  -1.0683  2.7028  -1.8747
C  -0.8449  4.8557  -0.6771
C  -2.9912  3.5567  -0.5609
H  -2.1517  5.6235  5.1046
H  -2.9233  4.9546  3.6744
H  -1.3657  5.7934  3.5426
H  -0.1012  4.6761  6.0587
H  0.7432  4.7330  4.5095
H  0.6464  3.2197  5.4175
H  -2.3288  3.4864  6.2651
H  -1.6109  2.0086  5.6413
H  -3.0494  2.6832  4.8686
H  0.0073  1.4026  4.2447
H  -1.7697  4.4427  1.8266
H  0.0089  2.5814  -1.9716
H  -1.4133  3.2999  -2.7193
H  -1.5388  1.7252  -1.9455
H  0.2446  4.8118  -0.6785
H  -1.1606  5.4990  0.1424
H  -1.1644  5.3277  -1.6059
H  -3.4546  2.5726  -0.4855
H  -3.3376  4.0236  -1.4829
H  -3.3406  4.1646  0.2726

## Properties
2S+1	5
energy above the lowest of the compared OMol25 structures with the same formula, charge and spin	0.00	kJ/mol
E_HOMO (spin up / spin down)	-10.5 / -10.5	eV
molecular weight	725.71	Da
net charge	+1

Atom charges from the Löwdin analysis, given in e for atoms 1 to 4: Ir 1.2201; N 0.1311; C -0.3046; C -0.0170

# 2
Below is an isolated molecule of C4H6N4 in a non-equilibrium geometry, with properties calculated with wB97M-V/def2-TZVPD.

Atoms and positions in Å:
C  1.6599  0.4789  -0.0834
C  0.6799  1.3255  0.1977
C  -0.7658  1.4655  -0.2157
C  -0.8612  -1.5164  0.0846
H  2.3856  -1.5505  -0.1423
H  2.6843  0.7935  -0.2201
H  1.1340  2.2644  0.1546
H  -1.0134  2.4607  0.1322
H  -2.7544  -0.9415  0.4939
H  -1.4064  -2.5661  -0.0349
N  1.4970  -0.8431  -0.0612
N  -1.7907  0.7039  -0.1057
N  -1.7995  -0.4852  -0.1162
N  0.3507  -1.5895  -0.0836

## Properties
SMILES	c1cn[nH]cn[nH]c1
energy above the lowest of the compared OMol25 structures with the same formula, charge and spin	612.83	kJ/mol
E_HOMO	-8.1	eV
molecular weight	110.12	Da

Atom charges from the Löwdin analysis, given in e for atoms 1 to 4: C -0.1937; C -0.0880; C -0.1297; C -0.2393

# 3
Below is a cluster of 2 separate species, H2NO4P in total in a non-equilibrium geometry, with properties calculated with wB97M-V/def2-TZVPD.

Atoms and positions in Å:
N  0.8501  0.5693  0.1443
O  -2.6762  -0.2345  2.8921
O  -1.5402  -2.0291  1.4324
O  -2.8191  -0.0634  0.3233
O  1.0172  -0.6997  -0.5597
P  -2.1334  -0.6455  1.5319
H  -0.0610  0.4494  0.4902
H  0.2570  -1.1590  -0.2876

## Properties
energy above the lowest of the compared OMol25 structures with the same formula, charge and spin	237.30	kJ/mol
E_HOMO (spin up / spin down)	2.8 / 2.8	eV
molecular weight	110.99	Da
net charge	-2

Atom charges from the Löwdin analysis, given in e for atoms 1 to 4: N -0.2848; O -0.4600; O -0.4251; O -0.4249

# 4
Below is the ion C3H4IN4 with charge -1 in a non-equilibrium geometry, with properties calculated with wB97M-V/def2-TZVPD.

Atoms and positions in Å:
C  2.0724  -0.1439  -0.2807
C  -0.2167  0.3500  0.1058
C  0.7831  -0.5670  -0.5730
N  4.1880  0.1945  0.0434
N  3.3042  -0.6849  -0.4125
N  2.3789  1.3420  0.4141
N  3.6518  1.3319  0.4837
I  0.3779  -0.4871  -2.9565
H  -1.3131  -0.1157  0.0601
H  -0.3886  1.1526  -0.4790
H  0.1304  0.7421  1.1736
H  0.5986  -1.5941  -0.4236

## Properties
energy above the lowest of the compared OMol25 structures with the same formula, charge and spin	134.46	kJ/mol
E_HOMO	-4.3	eV
molecular weight	223.00	Da
net charge	-1

Atom charges from the Löwdin analysis, given in e for atoms 1 to 4: C -0.4175; C -0.2011; C -0.5914; N -0.1721

# 5
Below is a cluster of 2 separate species, C7H12ClNOP in total in a non-equilibrium geometry, with properties calculated with wB97M-V/def2-TZVPD.

Atoms and positions in Å:
C  0.6780  -0.0932  0.4809
C  -0.1256  0.9215  1.1656
C  -1.5246  0.9165  0.4922
C  -2.1108  -0.4861  0.4699
C  -1.2121  -1.4373  -0.3083
C  0.1723  -1.4855  0.3841
C  2.4105  1.3357  -0.5131
N  1.7424  0.0779  -0.2765
O  1.1102  -2.2054  -0.3903
P  2.2609  -1.3596  -1.0633
Cl  0.3297  0.2345  -3.6805
H  -0.2532  0.6452  2.2153
H  0.3192  1.9126  1.1066
H  -2.1705  1.5958  1.0474
H  -1.4257  1.2934  -0.5259
H  -2.2555  -0.8560  1.4869
H  -3.0872  -0.4576  -0.0133
H  -1.6217  -2.4458  -0.3424
H  -1.0692  -1.0848  -1.3331
H  0.0734  -1.9879  1.3532
H  3.3924  1.1402  -0.9386
H  2.5286  1.8982  0.4121
H  1.8386  1.9276  -1.2291

## Properties
energy above the lowest of the compared OMol25 structures with the same formula, charge and spin	128.26	kJ/mol
E_HOMO (spin up / spin down)	-12.0 / -14.2	eV
molecular weight	192.61	Da
net charge	+1

Atom charges from the Löwdin analysis, given in e for atoms 1 to 4: C -0.1683; C -0.0692; C -0.1417; C -0.1715

# 6
Below is a structure of composition C12H22F2LiNO16S2 in a non-equilibrium geometry, with properties calculated with wB97M-V/def2-TZVPD.

Atoms and positions in Å:
Li  13.3799  16.0042  1.3158
N  12.9263  14.3952  2.1357
S  12.6120  12.9137  1.8027
O  11.4172  12.3102  2.3865
O  13.7803  12.0350  1.7274
F  12.2182  13.1398  0.2207
S  13.3977  13.9819  3.7474
O  14.6787  13.3797  3.9940
O  12.2918  13.7193  4.6957
F  13.7026  15.5161  4.1063
C  9.7067  15.8363  1.7492
C  9.2234  15.0555  2.8898
O  8.6165  13.9226  2.2107
C  8.9105  13.8993  0.9345
O  8.7238  13.0170  0.1034
O  9.6076  15.0200  0.6246
H  10.7241  16.1268  2.0112
H  9.1983  16.7909  1.6129
H  8.4359  15.5704  3.4401
H  10.0451  14.6237  3.4611
C  12.6123  14.0960  -3.0490
O  11.8307  15.1755  -2.7001
C  11.9444  16.0028  -1.6668
O  12.7320  15.9200  -0.7379
O  10.9925  16.9397  -1.6543
C  9.9547  17.0506  -2.6235
H  12.5269  13.8616  -4.1101
H  12.2096  13.1691  -2.6404
H  13.6826  13.9867  -2.8740
H  9.6529  16.1432  -3.1466
H  10.1768  17.7582  -3.4222
H  9.0681  17.3923  -2.0893
C  14.1743  18.6435  4.3705
O  13.2716  19.4567  3.6765
C  12.6559  18.9638  2.6147
O  12.8194  17.8192  2.1187
O  11.7359  19.8381  2.2008
C  10.8678  19.4178  1.0922
H  13.8946  17.6223  4.6298
H  14.6647  19.0688  5.2462
H  14.9258  18.4653  3.6014
H  10.3279  18.4784  1.2118
H  11.4474  19.4578  0.1699
H  10.0753  20.1551  0.9639
C  16.9662  15.4432  2.7534
O  17.4101  16.1600  1.6073
C  16.4958  16.7791  0.8422
O  15.2717  16.7616  1.0189
O  17.1307  17.5630  -0.0916
C  16.3315  18.3981  -0.8524
H  15.9677  15.7441  3.0704
H  17.6861  15.6435  3.5470
H  16.9278  14.3843  2.4977
H  16.9724  18.9817  -1.5132
H  15.5982  19.0681  -0.4034
H  15.7095  17.7948  -1.5136

## Properties
energy above the lowest of the compared OMol25 structures with the same formula, charge and spin	0.00	kJ/mol
E_HOMO	-10.2	eV
molecular weight	545.37	Da

Atom charges from the Löwdin analysis, given in e for atoms 1 to 4: Li 0.6121; N -0.3410; S 0.4830; O -0.2536